Entry 1:
The following is a DFT calculation (ωB97M-V with the def2-TZVPD basis set) of a structure of composition C30H28AgFN7O5S.

As for the charge: -1. Its LUMO energy is 1.7 eV. The value obtained for the HOMO energy is -0.171 hartree.

Each line ends with the Löwdin charge.
Positions of all 73 atoms, in Å:
Ag: 0.004 0.997 1.777  0.714
O: -2.316 -3.244 1.752  0.038
C: -3.474 -2.910 2.338  -0.275
C: -4.413 -3.920 2.571  -0.031
C: -5.619 -3.627 3.177  -0.112
C: -5.916 -2.323 3.563  -0.116
C: -4.990 -1.322 3.330  -0.045
C: -3.766 -1.588 2.719  -0.076
C: -2.775 -0.501 2.447  -0.435
O: -1.686 -0.823 1.899  -0.079
N: -3.166 0.726 2.799  0.033
N: -2.231 1.648 2.499  -0.045
C: -2.528 2.871 2.716  -0.119
C: -1.580 3.936 2.368  -0.265
C: -1.959 5.276 2.489  -0.042
C: -1.071 6.266 2.111  -0.089
C: 0.175 5.903 1.621  -0.082
C: 0.472 4.549 1.546  -0.140
N: -0.369 3.594 1.912  0.082
H: -1.791 -2.389 1.728  0.053
H: -4.160 -4.929 2.271  0.107
H: -6.333 -4.423 3.354  0.091
H: -6.860 -2.093 4.041  0.086
H: -5.190 -0.298 3.613  0.097
H: -3.499 3.144 3.132  0.107
H: -2.942 5.520 2.870  0.102
H: -1.347 7.310 2.195  0.098
H: 0.901 6.641 1.310  0.092
H: 1.436 4.214 1.180  0.102
C: 4.299 1.921 -0.933  -0.068
C: 4.745 0.526 -0.513  -0.197
N: 3.756 -0.194 0.283  -0.044
C: 3.664 0.103 1.625  0.005
C: 2.800 -0.468 2.484  -0.062
C: 2.476 0.290 3.772  -0.681
O: 3.390 0.567 4.552  -0.012
O: 1.267 0.651 3.785  -0.086
C: 2.058 -1.646 2.069  -0.345
O: 1.460 -2.415 2.798  0.091
C: 2.002 -1.801 0.591  -0.049
C: 1.000 -2.620 0.076  0.093
C: 0.719 -2.579 -1.257  -0.199
F: -0.274 -3.338 -1.785  0.062
C: 1.413 -1.709 -2.090  -0.154
C: 2.496 -0.997 -1.630  0.032
C: 2.802 -1.023 -0.261  -0.149
N: 0.923 -1.416 -3.439  -0.056
C: -0.566 -1.193 -3.545  -0.079
C: -0.837 -0.480 -4.877  -0.200
N: 0.305 -0.694 -5.765  -0.066
C: 0.681 -2.094 -5.800  -0.190
C: 1.358 -2.420 -4.460  -0.069
H: 5.067 2.392 -1.549  0.076
H: 4.141 2.542 -0.050  0.078
H: 3.371 1.902 -1.498  0.007
H: 5.641 0.597 0.106  0.118
H: 5.014 -0.088 -1.374  0.113
H: 4.304 0.909 1.967  0.144
H: 0.415 -3.216 0.765  0.139
H: 2.960 -0.270 -2.282  0.099
H: -0.863 -0.577 -2.700  0.135
H: -1.037 -2.169 -3.492  0.123
H: -0.948 0.586 -4.695  0.079
H: -1.772 -0.879 -5.294  0.119
H: 1.309 -0.480 -3.678  0.075
H: 0.141 -0.311 -6.683  0.117
H: 1.385 -2.269 -6.613  0.119
H: -0.179 -2.761 -5.957  0.118
H: 2.443 -2.355 -4.512  0.135
H: 1.079 -3.402 -4.080  0.133
S: 1.157 1.910 -3.227  0.501
C: 0.823 1.542 -1.630  -0.905
N: 0.606 1.222 -0.535  0.049

Entry 2:
The following is a DFT calculation (ωB97M-V with the def2-TZVPD basis set) of a structure of composition C30H28BCoF6N10O4S10 in a non-equilibrium geometry.

As for the charge: -1. Its LUMO energy (alpha / beta) is -0.5 / -0.5 eV. The spin multiplicity is 2. The value obtained for the HOMO energy (alpha / beta) is -0.143 / -0.144 hartree.

Each line ends with the Löwdin charge.
Positions of all 90 atoms, in Å:
Co: -0.391 -0.538 1.380  0.025
F: 3.853 -1.663 5.160  0.007
C: 2.807 -2.335 4.567  -0.525
F: 1.785 -2.256 5.520  -0.040
F: 3.195 -3.652 4.630  -0.024
S: 2.379 -2.327 2.329  0.788
O: 1.209 -1.318 2.268  -0.644
O: 3.645 -1.666 1.984  -0.496
N: 2.016 -3.211 0.494  -0.318
S: 2.324 -2.436 -0.709  0.679
O: 3.573 -1.849 -1.114  -0.293
O: 1.198 -1.125 -0.904  -0.226
C: 1.926 -3.529 -2.204  -0.667
F: 2.721 -4.590 -2.064  0.132
F: 2.243 -2.942 -3.371  0.109
F: 0.667 -3.950 -2.270  0.132
C: -0.051 2.883 -1.436  -0.050
N: -0.974 3.086 -0.330  -0.140
C: -1.169 4.269 0.364  -0.061
C: -2.007 3.992 1.389  -0.048
N: -2.327 2.649 1.323  0.006
B: -3.280 1.819 2.226  -0.466
N: -2.510 0.806 3.151  -0.004
C: -2.984 0.702 4.448  -0.101
C: -2.353 -0.327 5.040  -0.074
N: -1.484 -0.846 4.103  -0.092
C: -0.688 -2.028 4.422  -0.029
C: -1.554 -0.143 2.932  -0.204
S: 0.968 1.725 1.682  0.241
C: -1.666 2.110 0.296  -0.727
S: -1.767 0.460 -0.166  0.694
H: 0.172 3.846 -1.889  0.089
H: -0.500 2.217 -2.169  0.067
H: 0.867 2.434 -1.058  0.051
H: -0.692 5.189 0.063  0.117
H: -2.422 4.633 2.149  0.120
H: -3.875 2.600 2.934  0.073
H: -4.025 1.196 1.497  0.049
H: -3.734 1.372 4.834  0.102
H: -2.441 -0.744 6.031  0.116
H: -1.277 -2.935 4.266  0.081
H: -0.378 -1.976 5.461  0.083
H: 0.181 -2.065 3.794  0.030
N: 1.432 0.875 -7.023  0.171
C: 0.926 0.962 -8.301  -0.187
C: 1.416 1.516 -9.476  -0.021
C: 0.606 1.436 -10.599  -0.089
C: -0.647 0.812 -10.543  -0.092
C: -1.130 0.258 -9.369  -0.009
C: -0.335 0.339 -8.226  -0.223
N: -0.571 -0.109 -6.945  0.190
C: 0.497 0.219 -6.245  -0.271
C: 0.676 -0.054 -4.852  -0.079
C: -0.314 -0.793 -4.141  0.045
C: -0.158 -1.089 -2.832  -0.005
N: 0.954 -0.645 -2.159  -0.068
C: 1.937 0.057 -2.793  0.018
C: 1.809 0.365 -4.105  0.033
H: 2.340 1.178 -6.726  0.151
H: 2.393 1.987 -9.520  0.110
H: 0.943 1.868 -11.533  0.102
H: -1.252 0.770 -11.441  0.100
H: -2.096 -0.232 -9.326  0.113
H: -1.198 -1.116 -4.674  0.129
H: -0.866 -1.651 -2.239  0.134
H: 2.787 0.327 -2.182  0.155
H: 2.593 0.954 -4.564  0.120
S: -1.533 -2.937 1.027  0.725
C: -2.973 -2.733 1.858  -0.792
N: -3.712 -1.586 1.659  0.080
C: -4.828 -1.314 2.343  -0.069
C: -5.319 -2.223 3.228  -0.047
C: -4.582 -3.408 3.369  -0.122
N: -3.460 -3.654 2.734  0.075
H: -3.309 -0.881 1.032  0.031
H: -5.292 -0.357 2.144  0.119
H: -6.224 -2.040 3.786  0.101
H: -4.923 -4.190 4.045  0.112
C: 1.657 1.316 6.787  -0.433
S: 1.423 1.595 5.006  0.813
C: 3.098 1.680 4.502  -0.931
C: 3.611 1.576 3.244  -0.999
S: 2.902 1.338 1.662  0.394
S: 5.348 1.770 3.103  0.910
C: 5.694 2.075 4.757  -1.519
S: 7.189 2.408 5.343  0.479
S: 4.284 2.017 5.746  0.919
H: 2.125 2.180 7.259  0.007
H: 2.248 0.414 6.949  0.032
H: 0.651 1.183 7.183  0.029

Entry 3:
The following is a DFT calculation (ωB97M-V with the def2-TZVPD basis set) of a cluster of 7 separate species, C30H28BF4O18 in total in a non-equilibrium geometry.

As for the charge: -1. Its LUMO energy is -0.5 eV. The value obtained for the HOMO energy is -0.240 hartree.

Each line ends with the Löwdin charge.
Positions of all 81 atoms, in Å:
B: -0.507 -0.484 -0.263  -1.281
F: -0.879 -1.820 0.057  0.094
F: 0.713 -0.574 -0.930  0.122
F: -1.475 0.102 -1.040  0.159
F: -0.385 0.196 0.939  0.130
C: -3.279 4.164 -3.577  0.105
C: -3.289 2.706 -2.945  -0.111
C: -4.449 2.165 -2.198  -0.380
O: -4.413 0.996 -1.868  0.118
C: -5.559 3.137 -1.972  0.134
C: -5.579 4.598 -2.584  -0.243
C: -4.528 4.939 -3.503  -0.402
O: -4.653 5.971 -4.179  0.062
O: -6.395 5.419 -2.093  0.161
O: -2.187 1.921 -3.020  0.097
H: -2.298 4.488 -4.089  0.129
H: -6.210 2.917 -1.267  0.041
H: -6.226 6.128 -2.768  0.150
H: -2.369 1.319 -2.305  0.062
C: 3.320 -4.751 2.106  0.081
C: 3.036 -3.819 3.218  -0.078
C: 2.424 -2.536 3.002  -0.475
O: 2.257 -1.818 3.882  0.165
C: 2.162 -2.122 1.614  0.136
C: 2.411 -3.109 0.423  -0.172
C: 3.003 -4.388 0.809  -0.337
O: 3.086 -5.226 -0.184  0.040
O: 2.129 -2.851 -0.825  0.119
O: 3.351 -4.299 4.533  0.075
H: 3.831 -5.629 2.263  0.096
H: 1.663 -1.179 1.336  0.082
H: 1.524 -2.093 -1.065  0.123
H: 2.876 -3.656 5.024  0.067
C: -0.100 -8.613 1.627  0.141
C: -0.038 -8.779 0.094  -0.133
C: -0.321 -7.667 -0.701  -0.397
O: -0.463 -7.746 -1.882  0.140
C: -0.461 -6.311 -0.002  0.159
C: -0.611 -6.258 1.492  -0.089
C: -0.297 -7.370 2.367  -0.404
O: -0.365 -7.281 3.579  0.133
O: -1.045 -5.025 2.096  0.053
O: 0.182 -10.025 -0.496  0.067
H: 0.013 -9.293 2.394  0.082
H: -0.679 -5.575 -0.552  0.031
H: -1.303 -4.293 1.551  0.089
H: 0.242 -9.730 -1.437  0.116
C: 4.153 3.742 3.064  0.122
C: 5.054 3.095 1.897  -0.179
C: 4.441 2.169 0.975  -0.339
O: 5.121 1.502 0.056  -0.007
C: 3.067 1.785 1.186  0.076
C: 2.154 2.372 2.289  -0.047
C: 2.761 3.415 3.158  -0.408
O: 2.004 4.122 3.808  0.106
O: 0.823 1.876 2.518  0.070
O: 6.333 3.333 1.737  0.068
H: 4.695 4.433 3.571  0.060
H: 2.425 0.913 0.631  0.153
H: 0.361 1.388 1.864  0.027
H: 6.822 2.685 1.038  0.210
C: -3.483 5.305 0.828  -0.040
C: -3.369 4.248 2.018  -0.486
O: -3.908 4.493 3.119  0.021
C: -2.794 2.960 1.660  -0.056
H: -4.628 5.521 0.490  0.120
H: -2.758 5.043 0.065  0.041
H: -3.118 6.316 1.333  0.105
H: -2.897 2.234 2.548  0.114
H: -1.748 2.819 1.263  0.085
H: -3.247 2.342 0.726  0.132
C: 0.650 2.330 -4.947  -0.004
C: 1.873 2.679 -4.044  -0.494
O: 2.965 3.072 -4.510  0.017
C: 1.775 2.484 -2.665  -0.032
H: -0.231 2.732 -4.431  0.049
H: 0.607 1.276 -5.026  0.065
H: 0.697 2.787 -6.001  0.107
H: 1.680 3.461 -2.030  0.152
H: 2.818 2.380 -2.361  0.105
H: 1.038 1.842 -2.490  0.029

Which energy above the lowest of the compared OMol25 structures with the same formula, charge and spin belongs to each record? In order, 14.1 193.4 41.9 kcal/mol.